[1]
This record from OMol25 describes a structure of composition H8KO4. The level of theory is wB97M-V/def2-TZVPD.

CARTESIAN COORDINATES (ANGSTROEM)
K 0.5272 -0.4169 -1.0468
O 2.6077 0.3684 2.3766
H 3.4915 0.0729 2.5950
H 2.2650 0.7263 3.1956
O -1.9818 -3.5182 -0.5679
H -2.5040 -4.1842 -0.1207
H -1.8560 -3.8650 -1.4511
O -2.6726 0.7231 1.2389
H -2.7191 -0.1831 1.5437
H -3.3682 1.1734 1.7181
O 2.2872 2.8316 -2.9070
H 1.4329 3.2357 -2.7549
H 2.4903 3.0360 -3.8198

ΔE to the lowest compared entry with this formula, charge and spin	128.3	kJ/mol
charge	+1
E	-905.49880	Ha
HOMO-LUMO gap	0.3977	Ha

[2]
This record from OMol25 describes a cluster of 2 separate species, C24H42N6O4S2 in total in a non-equilibrium geometry. The level of theory is wB97M-V/def2-TZVPD.

CARTESIAN COORDINATES (ANGSTROEM)
C -0.3072 4.1218 6.2099
C -1.2806 4.7578 5.5360
C -2.2389 3.9801 4.6724
N -1.5824 3.4368 3.4847
N -0.3797 3.9191 3.0453
C -0.0110 3.2200 1.9761
C 1.2230 3.4167 1.1757
C 1.6955 2.0604 0.6901
O 1.8394 1.1559 1.4549
O 1.9215 1.9620 -0.6144
N -0.9241 2.3135 1.6809
C -1.8985 2.4604 2.5930
N -3.0047 1.7257 2.5703
C -4.1485 1.7835 3.4658
C -4.0835 0.8222 4.6783
C -3.2496 -0.4381 4.4602
S -3.9062 -1.3275 3.0124
C -3.1609 -2.9967 3.0190
S -4.1166 -4.1980 3.5040
N -1.8504 -3.2800 2.5874
C -1.7468 -3.5654 1.1450
C -1.5035 -2.3222 0.3023
O -0.3174 -1.6886 0.7509
C -0.5715 -1.1809 2.0448
C -0.8109 -2.3334 3.0044
H 0.6966 4.5164 6.2988
H -0.5204 3.1547 6.6570
H -1.3584 5.8370 5.6110
H -3.0396 4.6502 4.3591
H -2.7011 3.1953 5.2698
H 0.1564 4.6721 3.4435
H 2.0312 3.8965 1.7248
H 0.9814 4.0516 0.3220
H 1.8224 1.0157 -0.8187
H -3.0574 1.0602 1.8132
H -5.0095 1.4615 2.8844
H -4.3737 2.8042 3.7597
H -5.1044 0.4702 4.8327
H -3.8016 1.3355 5.5978
H -2.1802 -0.2424 4.3986
H -3.4164 -1.0794 5.3253
H -0.8565 -4.1877 1.0179
H -2.5828 -4.1561 0.7795
H -1.4349 -2.5829 -0.7512
H -2.3482 -1.6310 0.4200
H 0.2819 -0.6080 2.3956
H -1.4204 -0.4971 1.9996
H 0.1210 -2.9042 3.0258
H -0.9676 -2.0062 4.0297
C 2.4893 0.5901 -4.0534
C 1.5535 -0.5869 -4.4078
C 1.6179 -1.6468 -3.3056
C 2.9213 -2.4452 -3.3088
C 3.1884 -3.0393 -4.6922
C 3.1453 -2.0031 -5.8162
N 1.9069 -1.1684 -5.7363
O 0.8995 -1.8414 -6.1906
C 4.4063 -1.1208 -5.7633
C 3.2164 -2.7089 -7.1657
C 0.1517 0.0131 -4.4551
H 3.3957 0.2814 -3.5353
H 2.7751 1.1540 -4.9410
H 1.9845 1.2865 -3.3823
H 0.7810 -2.3425 -3.4244
H 1.4794 -1.1625 -2.3332
H 3.7599 -1.8177 -2.9949
H 2.8565 -3.2496 -2.5738
H 4.1600 -3.5366 -4.7021
H 2.4418 -3.8151 -4.8884
H 4.3408 -0.3095 -6.4892
H 5.2818 -1.7196 -6.0125
H 4.6056 -0.6896 -4.7858
H 2.4217 -3.4411 -7.2912
H 4.1651 -3.2389 -7.2435
H 3.1576 -1.9934 -7.9865
H 0.0717 0.7593 -5.2468
H -0.0632 0.5018 -3.5037
H -0.6158 -0.7411 -4.6157

multiplicity	2
charge	+1
E	-2365.18124	Ha
HOMO-LUMO gap (alpha / beta)	0.2553 / 0.2747	Ha